A single C16H22O4 molecule in a non-equilibrium geometry. Source: the Open Molecules 2025 dataset; level of theory: wB97M-V/def2-TZVPD.

```
42
Properties=species:S:1:pos:R:3:forces:R:3
C 3.415069 2.305151 1.416633 -2.3 3.0 6.7
C 2.064281 2.618690 1.004538 -6.1 3.0 3.0
C 1.816527 2.718293 -0.525597 -4.8 4.1 4.1
C 0.270080 2.941913 -0.867323 -0.3 -0.6 0.1
O -0.762014 1.870086 -0.126151 2.0 3.5 -5.8
C -1.726859 1.627880 -1.165255 0.0 -2.9 5.0
O -1.984999 2.033186 -2.252192 1.0 0.4 0.4
C -2.554675 0.625853 -0.308691 -4.9 5.4 -5.9
C -4.019052 0.935420 -0.533160 2.3 -7.9 7.1
C -4.947472 0.054173 0.071776 7.3 -2.2 2.8
C -4.345475 -1.065933 1.053906 1.2 6.2 -1.1
C -2.987270 -0.878917 1.451216 -4.4 -1.4 -3.7
C -2.123461 -0.218446 0.548611 1.6 -2.4 6.6
C -0.723155 -0.432923 1.042135 3.2 -1.1 -4.4
O -0.078745 -0.469112 2.041312 -1.4 0.8 1.7
O -0.080045 -0.826447 -0.129613 1.0 1.0 -1.4
C 1.443155 -1.012130 -0.180447 -7.0 -3.3 11.3
C 1.491420 -2.519322 0.455043 0.9 0.6 -3.3
C 0.825097 -3.582345 -0.698835 0.9 0.6 14.3
C 1.486417 -3.609822 -1.782905 8.5 0.3 -13.7
H 3.524381 1.456721 1.033897 2.7 -7.0 -3.4
H 3.599817 2.218953 2.567874 -0.7 0.1 -2.0
H 3.889290 3.120282 1.132889 3.6 3.0 -1.7
H 1.658516 3.631196 1.678681 1.2 -2.1 -2.4
H 1.236536 1.943055 1.501971 1.7 0.6 -1.5
H 1.936326 1.848676 -0.875260 1.6 -7.0 -2.8
H 2.329936 3.370038 -1.154930 1.2 1.6 -0.5
H 0.087981 2.837050 -2.077281 0.3 0.5 3.5
H -0.113789 3.855518 -0.355459 0.3 -0.4 -1.1
H -4.343686 1.344266 -1.314650 -2.0 4.5 -6.1
H -5.924169 -0.114044 -0.050344 -3.7 0.3 -1.0
H -5.024567 -1.442254 1.765603 -0.8 -1.2 0.3
H -2.659033 -1.654631 2.050481 1.2 -0.9 1.8
H 1.777698 -1.002358 -1.046375 2.6 0.4 -8.1
H 1.836887 -0.336165 0.546467 0.5 0.6 0.1
H 2.628278 -2.603588 0.386930 -1.3 -1.1 0.8
H 1.003296 -2.701686 1.444373 0.8 0.8 -0.9
H 0.942434 -4.529762 -0.125420 -0.2 0.2 -0.3
H -0.153312 -3.466826 -0.791650 -4.4 1.0 -0.3
H 1.554998 -2.661880 -2.444874 -1.3 -1.1 0.8
H 1.086333 -4.435148 -2.370032 -0.1 0.2 -1.0
H 2.647024 -3.792644 -2.017911 -1.9 -0.2 2.1
```
Positions in Å, forces in eV/Å.

E = -25127.8940 eV
LUMO level = 0.0106 Eh
net charge = 0
HOMO = -9.45 eV
structure (SMILES) = CCCCOC(=O)c1ccccc1C(=O)OCCCC